[1]
Density functional theory data (ωB97M-V with the def2-TZVPD basis set) for a 2-piece molecular cluster, C4H9NO3S overall at a distorted geometry.

Summary:
Total charge: 0
Orbital gap, eV: 10.04
Highest occupied orbital energy, Ha: -0.356

XYZ file:
```
18
Properties=species:S:1:pos:R:3:forces:R:3
C 2.722550 0.056523 -1.127622 -0.056 0.060 0.212
C 2.308903 0.252099 0.118707 0.206 -0.528 -0.066
C -1.705145 -1.427857 1.213925 0.622 -0.304 0.576
C 1.772853 1.533865 0.568648 -0.061 0.548 -0.213
N -3.014004 1.503936 -0.881142 0.138 -0.163 -0.187
O -0.718867 0.837523 -0.710524 -0.314 -0.164 1.184
O -2.474003 -0.677583 0.316829 -0.319 1.323 -0.770
O 1.428151 1.777772 1.696949 -0.044 -0.111 0.109
S -2.090253 0.964284 0.196600 0.381 -0.905 -0.885
H 3.123091 -0.887667 -1.458148 0.049 -0.142 0.002
H 2.676070 0.842256 -1.864353 -0.051 0.217 -0.114
H 2.356701 -0.530355 0.863362 0.015 -0.096 0.072
H -2.225238 -2.372404 1.385103 0.052 0.134 -0.034
H -1.591198 -0.903313 2.168628 0.036 -0.095 0.023
H -0.711491 -1.628308 0.800124 -0.050 -0.044 0.057
H 1.713052 2.306798 -0.222756 -0.009 0.032 0.020
H -0.991491 0.971859 -1.626522 -0.325 0.025 -0.319
H -3.861041 1.925670 -0.547963 -0.269 0.216 0.331
```
Positions in Å, forces in eV/Å.

Charges per atom according to Löwdin partitioning, unit e: C 0.042; C -0.147; C -0.180; C -0.330; N -0.294; O -0.305; O -0.411; O 0.043; S 0.929; H 0.062; H 0.065; H 0.108; H 0.088; H 0.079; H 0.077; H 0.121; H 0.060; H -0.008

***

[2]
Density functional theory data (ωB97M-V with the def2-TZVPD basis set) for a 2-piece molecular cluster, C11H24NO4S overall at a distorted geometry.

Summary:
Total charge: +1
Orbital gap, eV: 8.23
Highest occupied orbital energy, Ha: -0.436

XYZ file:
```
41
Properties=species:S:1:pos:R:3:forces:R:3
C 1.690254 0.867568 2.916113 0.405 -0.840 -1.252
C 1.799360 1.437730 1.348026 1.430 5.341 0.623
O 2.113661 2.726234 1.170107 -2.023 -7.964 0.650
N 1.522179 0.428344 0.252991 0.038 2.337 0.418
C 2.748815 0.211241 -0.619683 1.181 -0.863 -1.080
C 0.362313 0.908386 -0.609094 0.084 0.269 -1.066
C -0.192394 -0.380877 -1.457959 -0.693 0.099 -0.579
C -1.596453 -1.024218 -0.905348 0.203 0.100 -1.050
C -1.555814 -1.553576 0.645671 -0.379 -2.131 -1.279
S -1.819678 -0.232668 1.946352 0.511 0.217 0.030
C -3.575399 0.418318 1.985367 -2.316 0.645 0.921
C -4.072341 1.166408 0.613822 -0.465 -0.348 -0.738
O -3.005980 2.038375 0.054774 -2.964 1.864 0.106
C -3.557805 3.324848 -0.410225 3.618 2.441 -6.957
O -3.034041 3.868882 -1.534718 -3.436 -3.976 8.057
H 0.576396 0.978707 3.264330 2.226 0.053 -0.533
H 2.469180 1.408815 3.619959 -1.923 -0.960 -1.585
H 1.932783 -0.300412 2.877412 -0.501 2.576 0.117
H 2.995521 -0.952012 -0.643930 -0.487 2.628 -0.096
H 3.706229 0.782090 -0.261043 -2.001 -1.018 -0.438
H 2.550684 0.576179 -1.736110 0.378 -0.821 2.438
H 0.716785 1.711023 -1.418377 -0.651 -1.578 1.875
H -0.445757 1.455030 0.044296 1.432 -1.306 -1.266
H 0.580960 -1.264043 -1.572164 -1.280 2.030 0.477
H -0.407483 0.013210 -2.560013 0.309 -0.995 2.355
H -1.810037 -1.985430 -1.580820 0.369 1.976 1.720
H -2.449266 -0.261382 -1.150897 1.511 -1.493 0.836
H -0.492108 -2.058987 0.804099 -2.198 1.414 0.152
H -2.386463 -2.379066 0.808550 1.715 1.745 -0.271
H -1.624615 -0.891414 3.190642 -0.743 0.449 -1.491
H -3.617803 1.238948 2.850777 0.611 -1.857 -1.823
H -4.356291 -0.412803 2.316475 1.774 1.622 -0.974
H -4.402888 0.401239 -0.240100 0.885 1.514 2.027
H -5.018184 1.827629 0.831072 1.792 -1.453 0.029
H -4.435215 3.914349 0.093142 1.605 -1.699 -0.351
C 4.915887 -3.178261 -2.261658 0.091 -0.169 -0.183
O 3.968522 -2.191215 -2.625651 -0.468 0.214 -0.452
H 5.204454 -3.026440 -1.218942 -0.095 0.055 -0.170
H 4.471216 -4.170201 -2.373664 0.226 -0.115 0.105
H 5.799275 -3.089228 -2.898626 0.108 -0.185 0.165
H 3.731539 -2.351322 -3.554955 0.119 0.184 0.530
```
Positions in Å, forces in eV/Å.

Charges per atom according to Löwdin partitioning, unit e: C -0.038; C -0.302; O -0.014; N -0.186; C -0.090; C -0.200; C -0.168; C -0.222; C -0.354; S 1.019; C -0.329; C -0.207; O -0.160; C -0.113; O -0.017; H 0.049; H 0.104; H 0.090; H 0.091; H 0.113; H 0.114; H 0.143; H 0.105; H 0.126; H 0.136; H 0.144; H 0.101; H 0.137; H 0.116; H 0.062; H 0.136; H 0.132; H 0.152; H 0.144; H 0.175; C -0.159; O -0.154; H 0.080; H 0.077; H 0.080; H 0.087

***

[3]
Density functional theory data (ωB97M-V with the def2-TZVPD basis set) for a single C4H4O molecule at a distorted geometry.

Summary:
SMILES: C#CCC=O
Total charge: 0
Orbital gap, eV: 10.73
Highest occupied orbital energy, Ha: -0.361

XYZ file:
```
9
Properties=species:S:1:pos:R:3:forces:R:3
C -1.362953 -1.551222 0.177048 4.950 2.970 -0.688
C -0.347161 -0.848850 0.016687 -4.131 -2.784 0.623
C 0.813210 0.024704 -0.116193 1.097 -3.670 2.099
C 0.313074 1.395345 0.036340 1.240 3.805 0.408
O -0.830047 1.542249 0.253292 -3.754 0.177 0.989
H -1.899144 -2.387973 0.457621 -1.205 -0.937 0.205
H 1.606484 -0.699443 0.507066 -1.210 3.055 -1.525
H 1.013039 0.058399 -1.134522 1.359 -0.559 -2.157
H 0.693498 2.466787 -0.197335 1.653 -2.056 0.046
```
Positions in Å, forces in eV/Å.

Charges per atom according to Löwdin partitioning, unit e: C 0.137; C -0.165; C -0.169; C -0.310; O 0.062; H 0.001; H 0.202; H 0.089; H 0.153

***

Energy above the lowest of the compared OMol25 structures with the same formula, charge and spin, record by record: 59.2, 189.3, 79.2 kcal/mol